This record from the OMol25 dataset describes C38H61As3N2SeZn as an isolated structure at a distorted geometry. The level of theory is ωB97M-V/def2-TZVPD.

LUMO: 0.37 eV
calculated total energy: -339656.8546 eV
Kohn-Sham gap: 7.52 eV
F_max: 0.0198 hartree/bohr
spin multiplicity: 1

Structure (XYZ):
```
106
Properties=species:S:1:pos:R:3:forces:R:3
Zn -1.330285 0.017846 -0.184401 0.2 0.5 0.5
C -1.349285 1.650946 3.413899 -0.1 0.0 0.0
As -0.399685 0.055946 2.768199 -0.1 0.4 0.5
C -0.654585 -0.982154 4.443099 0.1 -0.1 -0.2
C 1.393915 0.845346 3.113299 -0.1 0.0 0.1
C 2.675615 0.033046 2.867899 0.1 -0.1 0.0
C 2.496615 -1.405654 3.335699 0.0 0.2 -0.1
C 3.046215 0.062746 1.387199 -0.1 0.0 -0.1
As 1.698515 -0.545454 0.042899 0.7 -0.1 -0.2
C 2.830815 0.024646 -1.464901 -0.1 0.0 0.0
C 2.197015 -2.453854 -0.020501 -0.2 0.1 0.0
C 3.772015 0.748746 3.685199 0.2 0.1 0.0
As 5.697315 0.249746 3.984299 -0.2 -0.2 -0.1
C 5.559615 -1.439254 5.006299 0.0 0.0 -0.1
C 6.331115 -0.558254 2.296799 -0.1 0.0 0.1
H -1.100285 1.858146 4.455699 0.1 -0.1 0.0
H -2.427885 1.510446 3.327399 0.1 -0.1 -0.1
H -1.063985 2.512546 2.810799 0.0 0.0 0.0
H -0.145285 -0.493254 5.275399 0.0 0.1 -0.1
H -0.284585 -2.002154 4.346499 0.0 0.1 -0.1
H -1.721285 -1.027454 4.662599 0.0 0.0 -0.1
H 1.361415 1.160346 4.161399 -0.1 0.0 -0.1
H 1.434115 1.756646 2.504899 -0.1 0.0 0.1
H 1.643615 -1.848354 2.816399 0.0 -0.2 0.1
H 2.314415 -1.438754 4.408999 -0.1 -0.1 0.1
H 3.385515 -1.991754 3.113099 0.0 -0.1 0.0
H 3.941715 -0.538854 1.221299 -0.1 0.0 -0.1
H 3.296015 1.093546 1.105899 -0.1 -0.1 0.0
H 3.819215 -0.437954 -1.423301 -0.1 0.0 0.1
H 2.950115 1.107946 -1.451901 0.0 0.0 0.0
H 2.353315 -0.236154 -2.405401 0.0 0.0 0.0
H 3.276615 -2.574454 0.075299 0.0 0.1 0.0
H 1.874015 -2.871354 -0.974901 0.0 0.0 0.0
H 1.704115 -3.011854 0.773299 0.0 0.0 0.0
H 3.412115 0.839046 4.717099 0.1 0.0 0.0
H 3.839015 1.779446 3.311699 0.0 -0.1 0.1
H 4.853715 -1.338354 5.829199 0.0 0.1 0.0
H 6.538115 -1.656154 5.437299 0.0 0.1 0.0
H 5.268815 -2.288354 4.391599 -0.1 0.0 -0.1
H 6.248915 0.149746 1.473699 0.0 0.0 0.0
H 5.802715 -1.476054 2.044499 -0.1 0.0 0.0
H 7.387315 -0.799554 2.424599 0.0 0.0 0.1
C -0.626685 -1.565454 -5.683601 0.0 0.0 0.3
C 0.324215 -1.205454 -4.535401 0.0 -0.1 0.0
C 1.688715 -1.852854 -4.800501 -0.2 0.0 0.2
C 0.463915 0.297146 -4.339901 -0.1 0.0 0.2
C 1.173215 0.979946 -5.319501 -0.1 0.2 0.0
C 1.472915 2.320246 -5.194601 0.0 -0.1 0.0
C 1.087815 2.976046 -4.044201 0.0 0.0 0.0
C 0.348715 2.356046 -3.042301 0.1 0.1 0.1
C -0.066685 3.289346 -1.917601 -0.3 0.0 0.1
C 0.227415 2.812946 -0.499201 0.1 -0.1 -0.1
C -1.533585 3.686746 -2.083101 0.1 0.1 0.0
C -0.016885 1.000146 -3.199501 0.4 0.4 -0.5
N -0.787185 0.309846 -2.251401 -0.6 -0.6 0.6
C -1.674885 -0.535954 -2.716801 0.1 0.5 -0.4
C -2.255485 -1.566054 -1.975301 -0.4 -0.8 -0.1
C -3.115385 -2.578654 -2.429101 0.2 0.5 -0.2
C -3.338685 -3.411054 -1.353201 0.0 -0.1 0.1
C -2.635385 -2.873854 -0.261901 0.0 0.0 0.1
N -1.959985 -1.782754 -0.645601 0.2 -0.2 -0.1
C -2.662885 -3.325654 1.173599 0.0 -0.1 0.2
C -1.236785 -3.559454 1.684699 -0.1 0.2 -0.1
C -3.472185 -4.616154 1.323099 0.1 0.2 -0.1
C -3.337785 -2.232854 2.014899 0.1 0.0 -0.1
H -0.764885 -2.644054 -5.719101 0.0 -0.1 -0.1
H -0.218985 -1.230254 -6.634201 0.1 0.0 -0.1
H -1.606585 -1.108354 -5.567101 -0.1 0.0 0.0
H -0.064585 -1.654454 -3.615101 0.1 0.0 -0.2
H 2.084015 -1.551254 -5.766001 0.1 0.0 -0.1
H 1.587015 -2.936054 -4.795401 0.0 -0.1 0.0
H 2.410615 -1.572054 -4.037201 0.1 0.0 0.0
H 1.500315 0.449546 -6.201401 0.0 -0.1 -0.1
H 2.009315 2.847646 -5.969501 0.1 0.0 -0.1
H 1.350915 4.019246 -3.924501 0.0 0.0 0.0
H 0.524115 4.206646 -2.051001 0.0 -0.2 0.0
H -0.470285 2.029746 -0.186801 0.0 0.2 0.1
H 0.127015 3.649846 0.192299 -0.1 0.0 0.1
H 1.243015 2.420446 -0.429301 0.0 0.0 0.1
H -2.186185 2.822046 -1.990601 -0.1 -0.1 0.1
H -1.689985 4.130846 -3.064301 0.0 0.0 -0.1
H -1.816785 4.419046 -1.327601 -0.1 0.0 0.0
H -2.003985 -0.451854 -3.749201 0.1 0.0 0.0
H -3.501685 -2.669454 -3.426401 -0.1 0.0 -0.2
H -3.930485 -4.303854 -1.364001 -0.2 -0.2 0.1
H -0.760385 -4.365154 1.128999 0.1 -0.1 0.0
H -1.258285 -3.826954 2.740099 0.0 0.0 0.1
H -0.642785 -2.649754 1.562699 0.0 -0.1 0.0
H -3.038085 -5.420854 0.734499 0.0 -0.1 -0.1
H -4.497185 -4.462554 0.994399 -0.1 0.0 0.0
H -3.493185 -4.925254 2.366899 0.0 0.0 0.1
H -2.694985 -1.353654 2.100599 -0.1 0.0 0.0
H -3.550485 -2.606254 3.014599 0.0 0.0 0.2
H -4.270885 -1.916354 1.552499 -0.1 0.0 0.0
Se -3.631485 0.820846 0.160199 0.2 0.2 0.1
C -4.014285 2.705846 0.061599 0.2 -0.5 0.1
C -3.319985 3.632046 0.824599 0.0 0.0 0.0
C -3.678085 4.965946 0.792199 0.0 0.1 0.1
C -4.733785 5.382346 0.000499 0.0 0.1 0.0
C -5.422885 4.460746 -0.770501 -0.1 0.2 0.0
C -5.067685 3.126146 -0.743701 0.1 -0.1 0.1
H -2.501585 3.299146 1.443999 0.0 0.0 0.1
H -3.138485 5.683546 1.392399 0.1 0.1 0.1
H -5.019885 6.421946 -0.010201 0.0 0.1 0.0
H -6.241985 4.792446 -1.392901 -0.1 0.0 -0.1
H -5.598485 2.398646 -1.338801 -0.1 -0.1 -0.1
```
Positions in Å, forces in eV/Å.